[1]
C17H17AgF4N10O2 | ωB97M-V/def2-TZVPD

Geometry as XYZ:
```
51
Properties=species:S:1:pos:R:3:forces:R:3
Ag -1.172294 -0.504892 -0.419009 -0.083 0.454 0.237
C 0.027341 2.538914 -1.651194 -0.008 0.001 0.034
N 0.023931 1.141287 -2.052525 -0.013 -0.041 -0.020
C -0.595205 0.986069 -3.354392 0.017 -0.021 0.003
C 1.361399 0.570455 -2.059744 0.037 -0.029 -0.012
C 2.023136 0.516511 -0.691039 0.035 -0.123 -0.049
N 1.306210 -0.380473 0.197541 -0.172 -0.009 0.141
C 1.570320 -0.332311 1.502041 0.124 -0.046 -0.216
C 0.802943 -1.157579 2.377188 -0.289 -0.212 0.155
F -0.181449 -1.923727 1.833085 0.272 0.190 0.192
C 0.981880 -1.202654 3.735327 -0.154 -0.108 0.068
F 0.160127 -1.996387 4.475531 0.227 0.179 -0.164
C 1.962800 -0.463621 4.384068 -0.027 -0.001 -0.005
C 2.756455 0.314688 3.563867 0.132 0.102 -0.004
F 3.763892 1.046271 4.122788 -0.252 -0.213 -0.125
C 2.597620 0.373870 2.196000 0.226 0.136 0.062
F 3.523399 1.115968 1.515044 -0.202 -0.107 0.089
H 0.708007 3.133686 -2.287268 0.003 0.011 -0.016
H 0.314896 2.646791 -0.609714 -0.004 0.009 0.008
H -0.978465 2.945726 -1.742464 -0.023 0.006 0.014
H -0.037640 1.530937 -4.140599 -0.002 -0.005 0.000
H -1.612469 1.375054 -3.321731 -0.030 0.015 -0.004
H -0.639169 -0.070990 -3.612863 0.000 -0.011 -0.012
H 2.017848 1.153002 -2.738845 -0.014 -0.011 0.002
H 1.283993 -0.445245 -2.457350 0.003 0.039 0.015
H 2.097794 1.529365 -0.288807 -0.016 0.013 0.016
H 3.059075 0.178831 -0.863389 -0.028 0.029 0.025
H 2.078023 -0.475054 5.454812 0.004 -0.008 0.047
N 1.963666 -3.175437 0.095687 -0.140 -0.321 0.068
C 1.370012 -4.260235 -0.428568 0.069 0.007 0.201
N 1.827312 -5.493790 -0.000270 0.123 0.120 -0.071
N 0.407550 -4.270461 -1.306644 0.010 -0.355 0.058
C -0.120440 -3.118194 -1.676376 -0.044 0.339 -0.277
N -0.593930 -2.138015 -2.074841 0.223 -0.547 -0.310
H 2.460522 -3.308249 0.961730 0.025 0.005 0.012
H 1.504525 -2.247005 0.028738 0.112 0.336 -0.277
H 2.806507 -5.538487 0.240745 -0.132 0.005 -0.017
H 1.502943 -6.250261 -0.582415 0.015 0.051 0.026
O -5.089414 -2.601487 -1.243830 -0.372 -0.370 -0.203
C -4.173179 -1.932266 -0.845301 -0.172 -0.001 -0.019
N -3.301073 -1.255189 -0.436812 0.529 0.375 0.279
N -3.763152 1.648924 0.291615 -0.117 0.134 0.055
C -2.610920 2.324208 0.569035 -0.071 -0.081 -0.068
O -1.571652 1.702739 0.832663 0.130 0.061 0.105
C -2.679245 3.768571 0.534953 -0.070 0.080 -0.074
C -1.545501 4.558653 0.801599 -0.003 -0.076 0.065
N -0.633106 5.237158 1.019120 0.102 0.074 -0.014
C -3.869607 4.431973 0.191277 0.042 0.130 0.064
N -4.854068 4.979374 -0.089355 -0.078 -0.056 -0.040
H -3.688303 0.648265 0.136634 -0.027 -0.092 -0.069
H -4.553870 2.144736 -0.085739 0.081 -0.057 0.030
```
Positions in Å, forces in eV/Å.

The value obtained for the HOMO energy is -2.0 eV. As for the charge: -2. The value obtained for the frontier orbital gap is 6.183 eV. The calculated total energy comes out at -1902.5963 Ha. The value obtained for the largest force on an atom is 0.71 eV/Å. The LUMO energy is 4.16 eV.

=====

[2]
C17H17AuN4O3S | ωB97M-V/def2-TZVPD

Geometry as XYZ:
```
43
Properties=species:S:1:pos:R:3:forces:R:3
Au -2.557277 0.740926 0.035591 -0.831 0.580 -0.001
O -0.100577 0.265026 0.121691 0.188 -0.018 -0.201
C 0.712923 1.441326 0.030691 -0.211 0.854 0.233
C -0.217277 2.735326 -0.004709 0.763 -0.650 0.073
O 0.364623 3.797926 -0.065009 0.178 0.364 0.058
O -1.463277 2.563926 0.027991 -0.998 -0.486 0.027
C 1.463923 1.531326 -1.270009 0.186 -0.239 -0.276
C 2.514523 2.437126 -1.404509 0.003 -0.082 -0.002
C 3.123923 2.616926 -2.632309 0.103 0.084 0.086
C 2.705323 1.895226 -3.737309 -0.022 -0.037 -0.151
C 1.653723 1.006326 -3.613809 0.040 -0.020 -0.192
C 1.032323 0.830426 -2.390609 -0.067 -0.036 0.260
C 1.590823 1.489526 1.268891 -0.020 -0.048 0.033
C 1.219423 2.254726 2.367991 0.036 -0.044 -0.100
C 1.978223 2.238426 3.524291 -0.066 0.063 0.033
C 3.104023 1.438726 3.604691 0.022 -0.102 0.116
C 3.466923 0.649926 2.526091 0.103 -0.063 0.003
C 2.720023 0.681026 1.360491 -0.097 0.067 -0.062
H 0.470623 -0.499974 -0.007809 0.114 0.019 0.020
H 2.818423 3.028026 -0.553809 0.020 -0.003 0.044
H 3.919223 3.342626 -2.734409 0.059 0.002 0.028
H 3.183823 2.039326 -4.695309 0.030 0.020 -0.064
H 1.295723 0.467426 -4.479009 -0.007 -0.071 -0.071
H 0.176623 0.173626 -2.311309 -0.039 -0.046 0.007
H 0.340423 2.876826 2.306991 -0.051 0.106 0.042
H 1.687423 2.859526 4.359591 -0.009 0.007 0.073
H 3.684623 1.414026 4.514391 0.104 0.023 0.071
H 4.339223 0.014626 2.591291 0.064 -0.024 -0.014
H 3.027123 0.082326 0.511091 0.015 0.000 -0.068
C -2.720177 -5.096174 0.055491 -0.014 -0.065 0.002
C -3.696977 -3.991974 0.056291 -0.174 0.077 0.002
N -4.983577 -4.088574 0.057591 0.096 -1.071 0.001
N -5.456577 -2.823674 0.056291 0.929 0.616 0.000
C -4.462777 -1.911174 0.052491 -0.088 -0.121 -0.006
S -4.652277 -0.265374 0.048491 0.192 0.700 -0.012
N -3.312577 -2.662174 0.053091 -0.684 -0.003 0.005
N -2.048477 -2.120274 0.042291 0.414 -0.252 -0.003
H -3.251577 -6.041174 0.056291 -0.025 -0.066 0.001
H -2.088277 -5.038474 0.941491 0.073 -0.052 -0.015
H -2.090377 -5.039774 -0.832209 0.071 -0.054 0.016
H -6.446277 -2.638374 0.055891 0.114 0.029 0.002
H -1.525677 -2.318174 0.890891 -0.258 0.026 -0.091
H -1.519977 -2.377174 -0.786209 -0.255 0.016 0.093
```
Positions in Å, forces in eV/Å.

The value obtained for the HOMO energy is -8.4 eV. The value obtained for the frontier orbital gap is 8.109 eV. The calculated total energy comes out at -1636.6225 Ha. The value obtained for the largest force on an atom is 1.11 eV/Å. The LUMO energy is -0.25 eV.

=====

[3]
C17H17ClINOPt | ωB97M-V/def2-TZVPD

Geometry as XYZ:
```
39
Properties=species:S:1:pos:R:3:forces:R:3
C 1.076905 -1.012949 -2.414026 0.084 -0.062 -0.321
C 0.393905 2.019951 -1.727626 1.324 0.290 -0.138
C -0.286195 -0.777849 -1.740226 -0.974 -0.838 -1.269
H 0.894205 -1.459349 -3.406526 0.037 0.041 0.187
C -0.956095 1.903151 -1.451726 -0.641 0.444 -0.086
H 0.953805 2.701751 -1.089326 -0.068 0.354 -0.428
H -0.624395 -1.737349 -1.334826 0.103 0.070 -0.133
H -1.354195 2.551551 -0.672026 -0.144 0.165 -0.353
C -1.383195 -0.244349 -2.702526 -0.098 -0.052 -0.399
H -2.202495 -0.969949 -2.772726 0.097 0.124 -0.013
H -0.969295 -0.163649 -3.714626 -0.123 -0.028 0.108
C 1.959705 0.238351 -2.590026 -0.080 0.100 -0.127
H 2.709605 0.054851 -3.369526 -0.112 -0.004 0.102
H 2.510305 0.429551 -1.658926 -0.020 0.009 -0.174
C 1.147805 1.503451 -2.930826 0.268 0.082 -0.237
H 0.477705 1.311351 -3.774626 0.103 0.068 0.071
H 1.838905 2.294751 -3.246726 -0.109 -0.142 -0.053
C -1.958995 1.114851 -2.257626 -0.209 -0.037 -0.345
H -2.311195 1.702551 -3.119626 0.079 -0.065 0.136
H -2.838595 0.953651 -1.623426 0.151 0.022 -0.061
Pt 0.034405 0.507551 -0.298426 -1.910 -1.469 -3.566
H 1.644105 -1.755649 -1.841526 -0.082 0.045 -0.054
Cl 0.303305 -1.425849 6.081374 0.039 0.358 -0.954
C 0.522805 -0.651649 4.514874 0.591 0.576 0.136
C 1.468705 0.385051 4.427574 0.249 0.516 -0.315
C 1.688505 1.070151 3.229774 0.752 -0.260 1.770
I 3.110205 2.636451 3.171074 -0.553 -0.600 -0.032
C 0.971005 0.720851 2.085874 -0.554 0.179 -1.827
O 1.148305 1.424651 0.920174 0.481 0.134 5.322
C 0.008405 -0.381249 2.155374 0.308 0.423 0.444
N -0.689795 -0.757749 1.028674 1.573 0.663 1.396
C -1.655895 -1.711449 1.039974 -0.504 -1.269 2.157
C -1.918795 -2.380349 2.242274 0.356 0.796 -1.252
C -1.196095 -2.053449 3.402774 -0.309 -0.360 -0.007
C -0.218595 -1.039349 3.375674 -0.417 -0.672 0.623
H 2.033805 0.671251 5.306374 -0.102 -0.069 -0.036
H -2.225895 -1.947249 0.153274 0.243 0.273 -0.176
H -2.685195 -3.143449 2.283074 0.016 0.064 -0.089
H -1.421495 -2.582849 4.319274 0.155 0.131 -0.005
```
Positions in Å, forces in eV/Å.

The value obtained for the HOMO energy (alpha / beta) is -5.6 / -8.0 eV. The value obtained for the frontier orbital gap (alpha / beta) is 5.900 / 5.294 eV. The calculated total energy comes out at -1665.0567 Ha. The value obtained for the largest force on an atom is 5.35 eV/Å. As for the multiplicity: 3. The expectation value of S² is 2.0427. The LUMO energy (alpha / beta) is 0.34 / -2.69 eV.

=====

> Which value of calculated total energy does entry 1 give?

-1902.5963 Ha